Entry 1:
One molecule with the formula C4H9NO2 at a distorted geometry, computed with ωB97M-V/def2-TZVPD.

The geometry in XYZ format:
```
16
C4H9NO2 (ωB97M-V/def2-TZVPD)
C 0.787 -0.320 -1.515
C -0.513 -0.198 -0.749
O -0.952 -1.609 -0.448
C -0.403 0.475 0.618
N 0.505 1.602 0.607
C 0.172 -0.677 1.511
O -0.471 -1.293 2.319
H 0.600 -0.752 -2.494
H 1.472 -0.974 -0.981
H 1.249 0.658 -1.625
H -1.289 0.312 -1.339
H -1.788 -1.605 0.033
H -1.419 0.695 0.990
H 0.153 2.336 0.002
H 0.621 1.978 1.541
H 1.275 -0.629 1.531
```

The calculation puts the LUMO energy at 0.82 eV. The value obtained for the HOMO-LUMO gap is 0.38305 hartree. The spin multiplicity is 1. The calculation puts the HOMO energy at -0.353 Eh. The SMILES is C[C@@H](O)[C@H](N)C=O. As for the total energy: -9878.066 eV. Its relative energy (zero: lowest compared OMol25 entry of this formula, charge and spin) is 1.995 eV.


Entry 2:
An isolated ion of composition C3H8NO2 and charge -1, computed with ωB97M-V/def2-TZVPD.

The geometry in XYZ format:
```
14
C3H8NO2 (ωB97M-V/def2-TZVPD)
N -1.065 0.967 -0.612
C 0.160 0.361 -0.073
C 0.291 0.663 1.439
O 1.428 0.187 1.973
C 0.239 -1.120 -0.301
O 0.443 -1.496 -1.694
H -1.210 0.814 -1.599
H -1.870 0.617 -0.108
H 1.015 0.861 -0.534
H 0.160 1.778 1.512
H -0.658 0.237 1.885
H 1.055 -1.534 0.295
H -0.688 -1.615 0.008
H 0.701 -0.719 -2.191
```

The calculation puts the LUMO energy at 3.89 eV. Its charge is -1. The value obtained for the HOMO-LUMO gap is 0.23020 hartree. The spin multiplicity is 1. The calculation puts the HOMO energy at -0.087 Eh. The SMILES is N[C@@H](C[O-])CO. As for the total energy: -8825.187 eV. Its relative energy (zero: lowest compared OMol25 entry of this formula, charge and spin) is 2.605 eV.


Entry 3:
A 2-piece molecular cluster, C2H10N2O overall at a distorted geometry, computed with ωB97M-V/def2-TZVPD.

The geometry in XYZ format:
```
15
C2H10N2O (ωB97M-V/def2-TZVPD)
N -1.574 0.273 1.123
C -0.081 0.266 0.969
C 0.628 -0.773 0.145
N -0.093 -2.011 -0.133
H -2.029 -0.577 1.085
H -1.936 0.856 0.362
H 0.208 0.313 2.043
H 0.112 1.327 0.615
H 1.121 -0.446 -0.881
H 1.475 -1.223 0.822
H -1.141 -2.065 0.090
H -0.005 -2.312 -1.096
O 0.779 2.254 -1.872
H 1.000 1.354 -1.683
H 1.534 2.764 -1.587
```

The calculation puts the LUMO energy at 0.80 eV. The value obtained for the HOMO-LUMO gap is 0.36139 hartree. The spin multiplicity is 1. The calculation puts the HOMO energy at -0.332 Eh. The SMILES is NCCN.O. As for the total energy: -7262.486 eV. Its relative energy (zero: lowest compared OMol25 entry of this formula, charge and spin) is 1.438 eV.